Here is a single C7H10NOP molecule in a non-equilibrium geometry from the Open Molecules 2025 dataset. Energies are from the ωB97M-V functional and the def2-TZVPD basis.

Each line ends with the Löwdin charge.
Cartesian coordinates (Å):
C  -0.5045  0.0237  1.3195  -0.07
C  -0.1727  -1.2493  1.5241  -0.09
C  -0.0915  -0.1189  -1.0544  -0.03
C  -0.6008  0.5670  -0.0282  -0.31
C  0.1244  -2.1629  0.3769  -0.15
C  0.6952  -1.3791  -0.8173  -0.44
C  -1.2845  1.8865  -0.1844  -0.05
N  2.0624  -1.0792  -0.5598  -0.29
O  2.7073  2.0079  0.3008  -0.47
P  2.9748  0.1010  -0.1034  1.01
H  -0.7392  0.6856  2.1397  0.11
H  -0.1498  -1.6732  2.5161  0.10
H  -0.1247  0.2634  -2.0630  0.11
H  0.8359  -2.9364  0.6712  0.11
H  -0.8024  -2.6580  0.0639  0.13
H  0.6834  -2.0260  -1.7045  0.14
H  -1.3620  2.1668  -1.2317  0.08
H  -0.7173  2.6529  0.3424  0.08
H  -2.2844  1.8476  0.2491  0.08
H  3.5969  2.2998  0.4943  -0.06

Calculated values
SMILES string = CC1=C[C@@H](/N=P\O)CC=C1
total charge = 0

Here is 2 unconnected molecules or ions with the total composition C3H11BCl2N from the Open Molecules 2025 dataset. Energies are from the ωB97M-V functional and the def2-TZVPD basis.

Each line ends with the Löwdin charge.
Cartesian coordinates (Å):
B  0.1972  0.8281  0.4003  -0.50
C  -0.9083  -0.2026  -0.2778  -0.31
C  -2.2727  -0.3183  0.4019  -0.37
N  -3.1846  0.7572  -0.0366  -0.03
H  -0.2582  1.3543  1.4233  -0.01
H  0.5277  1.7288  -0.3898  -0.02
H  1.2161  0.1963  0.7016  -0.05
H  -0.4804  -1.2144  -0.3325  0.05
H  -1.1007  0.0581  -1.3338  0.06
H  -2.7236  -1.3110  0.2201  0.08
H  -2.1440  -0.2136  1.4848  0.09
H  -3.2218  0.7498  -1.0510  0.04
H  -4.1306  0.5853  0.2870  0.04
C  3.7413  -0.4949  -0.3801  -1.04
Cl  3.9313  -0.8568  1.3438  0.47
Cl  2.6637  -1.6280  -1.1943  0.50
H  3.3086  0.4954  -0.4709  0.02
H  4.7203  -0.5829  -0.8354  0.01

Calculated values
total charge = -1

no.,total energy (eV),highest occupied orbital energy (eV),gap between HOMO and LUMO (eV)
1,-20245.7858,-8.6,8.63
2,-30500.6211,-4.4,7.65